Record 1
Molecular formula: C8H16Cl16F6PV
Method: DFT, ωB97M-V/def2-TZVPD

Atoms and positions in Å:
V: 29.08451 23.46259 12.17919
P: 27.84554 24.55551 9.93763
F: 28.41505 23.05005 10.19111
F: 26.41001 23.97173 9.46492
F: 27.32956 24.55766 11.49876
F: 27.38121 26.08479 9.76233
F: 29.30267 25.05313 10.44531
F: 28.54591 24.37835 8.47144
C: 24.54256 21.16486 8.80709
Cl: 22.93985 20.57250 8.23761
Cl: 25.11375 20.05796 10.11332
H: 25.35155 21.07841 8.08172
H: 24.46338 22.17928 9.19798
C: 23.72084 25.48486 10.18182
Cl: 24.14535 24.34445 11.55786
Cl: 22.26600 26.47113 10.52321
H: 24.55322 26.17279 10.03351
H: 23.62550 24.91725 9.25617
C: 28.57117 19.38881 11.86651
Cl: 30.30230 19.06483 12.26751
Cl: 28.05805 21.07461 12.22699
H: 28.39199 19.23759 10.80202
H: 28.05897 18.60157 12.41969
C: 26.76306 25.30469 15.47462
Cl: 27.63991 24.13059 14.40859
Cl: 25.00482 25.01211 15.49332
H: 27.18445 25.32096 16.47973
H: 26.79862 26.23066 14.90068
C: 29.35143 27.92416 11.70092
Cl: 29.35424 26.70321 12.96915
Cl: 30.72981 27.71885 10.58641
H: 28.45620 27.88405 11.08039
H: 29.43619 28.92976 12.11285
C: 26.07214 23.48739 6.06802
Cl: 24.79460 22.32808 5.67671
Cl: 25.37846 24.94137 6.83895
H: 26.74629 22.96473 6.74657
H: 26.54825 23.73712 5.11983
C: 29.77483 21.38733 7.85683
Cl: 30.93645 21.31068 9.19120
Cl: 28.29535 20.49301 8.21189
H: 29.50102 22.38906 7.52570
H: 30.19437 20.87727 6.98970
C: 29.34932 27.28616 7.54900
Cl: 29.03952 26.38865 6.04813
Cl: 30.32323 28.78091 7.12474
H: 28.41343 27.51882 8.05702
H: 29.93435 26.65995 8.22258

Computed properties:
Largest force on an atom (eV/A): 2.0
Total charge: 0
Total energy (eV): -260199.510
Highest occupied orbital energy (alpha / beta) (eV): -7.00 / -10.70
E_LUMO (alpha / beta) (eV): -0.155 / -0.203
Spin multiplicity: 5

=====

Record 2
Molecular formula: C24H66F4HgN4O24S4
Method: DFT, ωB97M-V/def2-TZVPD

Atoms and positions in Å:
Hg: 0.18443 24.26018 -26.43997
N: 0.63827 22.39119 -25.40922
S: 0.40894 20.87940 -25.66771
O: -0.49213 20.29663 -24.74155
O: 1.54778 20.14076 -26.13202
F: -0.45954 21.04189 -26.98993
S: 1.67778 22.18041 -24.06817
O: 3.01736 21.89521 -24.50556
O: 1.27521 21.70352 -22.80010
F: 1.72852 23.77198 -23.92177
N: 0.41384 26.22594 -25.55049
S: 0.20300 26.86049 -24.02530
O: -1.01372 27.61082 -23.97481
O: 1.27638 27.08540 -23.11746
F: -0.30320 25.45624 -23.34875
S: 0.69520 27.57590 -26.25324
O: 1.93848 28.18718 -25.92566
O: -0.44181 28.30562 -26.75056
F: 1.16816 26.84265 -27.65716
C: 5.84846 27.92077 -24.90100
C: 5.29478 26.52733 -25.23903
O: 4.30950 26.55558 -26.23522
O: 4.85362 28.57816 -24.11207
H: 6.20831 28.43542 -25.79249
H: 6.76505 27.88223 -24.30460
H: 5.00145 26.00375 -24.31989
H: 6.11610 25.84145 -25.47370
H: 3.55876 26.98041 -25.79594
H: 5.07131 28.54689 -23.17951
C: 2.51053 31.49908 -24.96892
C: 2.11808 31.36720 -23.49718
O: 1.52878 30.08429 -23.34575
O: 3.80610 31.00877 -25.27290
H: 2.41681 32.53580 -25.31240
H: 1.80719 31.04750 -25.67976
H: 1.43875 32.21724 -23.39997
H: 3.01578 31.52015 -22.89676
H: 2.25634 29.53334 -23.03955
H: 3.85316 30.10908 -24.91621
C: -1.66665 31.06725 -22.52544
C: -2.17508 32.37470 -21.91365
O: -1.00632 33.17550 -21.81024
O: -2.74243 30.13529 -22.52132
H: -0.82190 30.69721 -21.94518
H: -1.38627 31.20230 -23.57434
H: -2.63930 32.09935 -20.95944
H: -2.95130 32.90875 -22.47057
H: -1.25280 33.91177 -21.23959
H: -2.40173 29.25190 -22.36417
C: -4.11700 30.15885 -28.06967
C: -3.49428 31.47768 -28.44910
O: -3.46081 31.64396 -29.87347
O: -3.22932 29.06754 -28.35523
H: -5.13026 30.10278 -28.46386
H: -4.25351 30.08538 -26.98506
H: -2.55834 31.73427 -27.94882
H: -4.18107 32.28902 -28.19203
H: -3.07790 30.85524 -30.27582
H: -2.51540 29.02633 -27.71034
C: -4.63974 27.55547 -25.55137
C: -4.50332 27.13268 -24.08124
O: -4.06497 25.75711 -23.98665
O: -5.12983 26.45045 -26.29391
H: -3.69434 27.88135 -25.99030
H: -5.27998 28.42933 -25.69204
H: -5.49223 27.22740 -23.62064
H: -3.71969 27.63141 -23.50346
H: -4.03911 25.74269 -23.02257
H: -6.02420 26.55308 -26.62082
C: 3.24262 29.80836 -28.53616
C: 4.15978 31.02712 -28.77433
O: 4.71832 30.85982 -30.07872
O: 4.02900 28.63315 -28.46366
H: 2.58440 29.73738 -29.40361
H: 2.67414 30.08557 -27.64416
H: 4.92212 31.10564 -27.99798
H: 3.63367 31.98169 -28.83591
H: 5.67002 30.75029 -30.06972
H: 3.67706 27.98499 -27.84818
C: -5.54884 23.00554 -31.35994
O: -5.12043 24.17440 -30.71816
C: -6.09845 25.18720 -30.81492
C: -5.68600 26.45997 -30.01940
N: -4.26403 26.77536 -30.01095
C: -3.79085 27.33526 -31.28280
C: -2.28258 27.63597 -31.18266
O: -1.64636 26.42346 -30.86510
C: -0.27679 26.60216 -30.61778
H: -6.46930 22.59907 -30.92768
H: -4.78818 22.22436 -31.31619
H: -5.66444 23.20734 -32.43158
H: -7.00933 24.79517 -30.35156
H: -6.36149 25.54712 -31.81518
H: -6.04926 26.27669 -29.00901
H: -6.30856 27.28286 -30.39521
H: -4.07405 27.51189 -29.33187
H: -4.31558 28.26059 -31.55402
H: -3.87798 26.64764 -32.12615
H: -2.11598 28.32652 -30.34695
H: -1.82026 28.03102 -32.09416
H: 0.17488 25.60599 -30.57988
H: -0.13901 27.15747 -29.68831
H: 0.33836 27.01000 -31.42912
C: -2.27718 21.07440 -20.20235
O: -2.93590 21.94598 -21.12216
C: -2.20263 21.92655 -22.34802
C: -2.89377 22.87442 -23.33294
N: -4.33066 22.75896 -23.60813
C: -4.71105 21.41208 -24.06064
C: -4.03156 20.95844 -25.35043
O: -4.51268 21.79330 -26.39942
C: -4.22000 21.14626 -27.65270
H: -2.80048 21.21848 -19.25724
H: -1.27230 21.47637 -20.03426
H: -2.23563 20.05004 -20.57307
H: -2.07698 20.93961 -22.79946
H: -1.18987 22.34090 -22.29424
H: -2.30102 22.67229 -24.23997
H: -2.60532 23.92024 -23.21490
H: -4.67314 22.88634 -22.65943
H: -5.78541 21.36812 -24.24532
H: -4.50896 20.71145 -23.24062
H: -4.23278 19.88871 -25.44703
H: -2.94958 21.01560 -25.19413
H: -4.81038 21.44408 -28.51607
H: -4.33314 20.05799 -27.63776
H: -3.15452 21.36459 -27.76766

Computed properties:
Largest force on an atom (eV/A): 9.0
Total charge: 0
Total energy (eV): -139429.268
Highest occupied orbital energy (eV): -8.45
E_LUMO (eV): -5.085
Spin multiplicity: 1

=====

Record 3
Molecular formula: C5H6Cl9N
Method: DFT, ωB97M-V/def2-TZVPD

Atoms and positions in Å:
Cl: 6.33585 16.86862 -14.95041
C: 8.06758 16.56395 -15.16631
Cl: 8.74671 15.85239 -13.71100
Cl: 8.91168 18.03528 -15.61438
H: 8.16704 15.85497 -15.97713
Cl: 7.50152 21.14665 -17.20185
C: 6.95449 21.53503 -15.57153
Cl: 5.50374 22.52312 -15.62418
Cl: 8.22835 22.34250 -14.67413
H: 6.71923 20.59211 -15.09468
Cl: 1.88134 17.90686 -14.20239
C: 3.17300 18.67235 -15.16105
Cl: 4.35119 19.42641 -14.09622
Cl: 2.51339 19.81594 -16.30426
H: 3.66091 17.86223 -15.68771
C: -0.71259 16.72351 -12.42046
C: -1.70204 15.77360 -11.92923
N: -2.47486 15.02160 -11.53786
H: -1.22965 17.49576 -12.99224
H: -0.01751 16.19107 -13.06392
H: -0.21876 17.23465 -11.59754

Computed properties:
Largest force on an atom (eV/A): 0.5
Total charge: 0
Total energy (eV): -119473.570
Highest occupied orbital energy (eV): -11.15
SMILES string: ClC(Cl)Cl.ClC(Cl)Cl.ClC(Cl)Cl.CC#N
E_LUMO (eV): 0.299
Spin multiplicity: 1

=====

total charge of number 3 (C5H6Cl9N)? 0

=====

What is the spin multiplicity in the first record? 5